Here is C26H20Br2CoNO3PS3 as an isolated structure from the Open Molecules 2025 dataset. Energies are from wB97M-V/def2-TZVPD.

Calculated values
- ΔE to the lowest compared entry with this formula, charge and spin (eV) = 0.867
- spin multiplicity = 1
- lowest unoccupied orbital energy (alpha / beta) (eV) = -4.54 / -4.54
- charge = +1
- DFT total energy (eV) = -254420.68431

```
57
Properties=species:S:1:pos:R:3:forces:R:3
Co 0.603 0.012 0.271 -0.103 -0.156 0.007
S 0.539 -1.976 1.229 0.115 -0.138 -0.006
C -0.091 -2.292 -0.347 0.015 -0.264 0.182
N -0.074 -1.221 -1.090 -0.018 0.305 -0.325
C -0.507 -1.480 -2.393 -0.034 0.217 0.043
C -0.593 -0.585 -3.456 -0.041 -0.071 -0.057
C -1.069 -1.049 -4.670 0.047 0.146 0.050
C -1.455 -2.379 -4.836 -0.036 -0.090 -0.052
C -1.366 -3.277 -3.790 -0.005 -0.062 0.029
C -0.888 -2.811 -2.570 -0.025 -0.102 -0.002
S -0.667 -3.714 -1.092 -0.037 -0.104 -0.031
H -0.288 0.442 -3.338 0.005 0.023 0.015
H -1.136 -0.366 -5.508 0.006 -0.036 0.050
H -1.819 -2.715 -5.799 0.016 0.009 0.049
H -1.655 -4.314 -3.916 0.018 0.067 0.006
O 2.555 1.598 3.607 0.120 -0.020 -0.022
S 1.887 0.529 2.943 -0.369 0.083 -0.258
O 1.317 1.070 1.604 0.544 -0.125 0.259
O 2.553 -0.725 2.732 -0.080 0.261 0.186
C 0.372 0.250 3.842 -0.145 -0.061 -0.144
C 0.481 0.155 5.220 0.048 -0.002 0.058
C -0.659 0.039 6.000 -0.014 0.003 0.012
C -1.912 0.051 5.405 0.005 0.001 -0.008
C -2.024 0.143 4.025 -0.102 -0.005 0.087
C -0.885 0.211 3.227 0.160 0.023 -0.041
P -1.170 0.368 1.442 -0.127 0.032 0.024
C -2.496 -0.734 0.917 0.034 0.071 -0.092
C -2.919 -1.823 1.672 0.003 -0.059 0.034
C -3.870 -2.690 1.156 -0.041 -0.039 -0.024
C -4.380 -2.490 -0.120 -0.003 -0.013 0.019
C -3.937 -1.421 -0.890 -0.007 0.003 -0.009
C -2.997 -0.545 -0.374 0.007 0.070 -0.044
C -1.776 2.066 1.247 -0.088 -0.010 0.032
C -0.915 3.142 1.479 0.009 0.010 0.016
C -1.409 4.437 1.460 0.020 0.037 0.005
C -2.757 4.672 1.218 -0.019 -0.009 0.000
C -3.619 3.603 1.016 0.004 0.036 0.010
C -3.134 2.304 1.035 -0.060 -0.020 0.000
H 1.461 0.204 5.678 -0.048 -0.002 -0.020
H -0.569 -0.033 7.076 0.001 0.003 -0.043
H -2.805 -0.003 6.013 0.014 0.000 -0.017
H -3.009 0.171 3.571 0.054 -0.009 0.036
H -2.497 -2.010 2.651 -0.015 0.004 -0.005
H -4.204 -3.532 1.749 0.013 0.032 -0.024
H -5.119 -3.174 -0.518 0.023 0.026 0.011
H -4.319 -1.271 -1.892 0.013 -0.011 0.041
H -2.645 0.286 -0.982 -0.041 -0.112 0.081
H 0.130 2.965 1.692 0.027 0.012 -0.007
H -0.738 5.267 1.653 -0.034 -0.048 -0.012
H -3.137 5.686 1.206 0.017 -0.042 0.001
H -4.675 3.778 0.850 0.048 -0.007 0.005
H -3.825 1.483 0.893 0.039 0.044 0.006
Br 1.229 1.894 -1.318 0.039 0.096 -0.134
C 0.000 3.352 -1.755 0.049 -0.109 0.058
Br -1.732 2.807 -2.323 -0.015 -0.020 -0.051
H 0.499 3.873 -2.558 0.019 0.063 -0.079
H -0.091 3.945 -0.859 -0.028 0.073 0.096
```
Forces are in eV/Å.